This record from the Open Molecules 2025 dataset describes a cluster of 7 separate species, C3H21NO6S2 in total at a distorted geometry. The level of theory is ωB97M-V with the def2-TZVPD basis set.

```
33
C3H21NO6S2 ωB97M-V with the def2-TZVPD basis set
N 0.7475 -0.5325 -1.0576
C -0.1073 -1.4557 -0.3541
C -0.9469 -2.3794 -1.2136
C -2.3848 -1.8972 -1.5833
S -3.6269 -2.7487 -0.6137
S -4.4049 -1.2918 0.6408
H 1.6547 -0.4265 -0.6296
H 0.8614 -0.7471 -2.0210
H -0.5641 -1.0350 0.5305
H 0.5442 -2.2173 0.1171
H -0.9984 -3.3998 -0.8664
H -0.4761 -2.4984 -2.1918
H -2.5529 -1.9709 -2.6623
H -2.4181 -0.8099 -1.5102
H -3.4873 -1.2991 1.6295
O 1.8933 1.2854 3.2980
H 1.1229 0.9730 2.8159
H 2.1166 2.2016 3.0739
O -0.7459 2.0073 -0.5062
H -1.0042 2.3375 -1.3714
H 0.1447 1.6502 -0.6160
O 3.7390 0.2671 -0.8268
H 4.0504 -0.1171 0.0064
H 4.5746 0.4527 -1.2710
O 2.9545 -0.9047 2.1520
H 2.4018 -1.6334 2.4647
H 2.6516 -0.1936 2.7714
O -3.6652 2.5636 -1.4841
H -2.8938 2.0884 -1.7913
H -4.0084 2.1594 -0.6857
O 1.8982 3.3279 1.4387
H 0.9748 3.5448 1.6019
H 1.9549 2.6992 0.7154
```

Computed properties:
highest occupied orbital energy: -0.336 Eh
energy: -1429.4339 hartree
gap between HOMO and LUMO: 9.4 eV
LUMO energy: 0.218 eV
energy above the lowest of the compared OMol25 structures with the same formula, charge and spin: 0.011 eV
SMILES: NCCCSS.O.O.O.O.O.O
max |F|: 3.12 eV Å⁻¹

These are the Mulliken partial charges, in e, on atoms 1 to 8:
1 N -0.319
2 C -0.135
3 C -0.819
4 C -0.322
5 S -0.076
6 S -0.212
7 H 0.160
8 H 0.189